# C9H11NO2

An isolated molecule of C9H11NO2 (the ωB97M-V functional and the def2-TZVPD basis, OMol25).

ORCA input file:
```
! RIJCOSX wB97M-V def2-TZVPD def2/J DEFGRID3
* xyz 0 3
C 2.6674 -0.9041 0.0453
C 1.6387 -1.8960 0.0124
C 2.5460 0.4878 0.0798
C 0.3470 -1.4454 -0.1471
C 0.2817 0.4063 -0.0175
C -1.1341 -1.7331 -0.3468
C -1.8187 -0.4348 -0.8087
C -1.1240 0.8058 -0.1821
C -1.5164 1.2298 1.1800
N 1.3625 1.1156 0.0764
O 1.3916 2.4137 -0.0370
O -1.1840 1.9154 -1.0937
H 3.6781 -1.3110 0.1029
H 2.0436 -2.8464 -0.1127
H 3.2508 1.2602 0.2872
H -1.2466 -2.5529 -1.1343
H -1.5217 -2.2750 0.5909
H -1.6694 -0.3730 -1.9102
H -2.9530 -0.5856 -0.6074
H -1.1146 0.6495 2.1680
H -2.5312 1.3805 1.3811
H -1.0055 2.2186 1.3838
H -0.3883 2.4739 -0.9101
*
```

The LUMO energy (alpha / beta) comes out at 0.630 / -2.596 eV. The value obtained for the energy relative to the best compared isomer or geometry (same formula, charge and spin) is 2.448 eV. The value obtained for the max |F| is 5.51 eV Å⁻¹. As for the frontier orbital gap (alpha / beta): 6.683 / 6.309 eV. The electronic energy comes out at -15088.59093 eV.